(1)
{"formula": "C22H26CoN4O2SSiTe", "method": "the ωB97M-V functional and the def2-TZVPD basis", "symbols": ["Co", "C", "C", "C", "C", "C", "C", "Si", "C", "C", "C", "C", "C", "C", "H", "H", "H", "H", "H", "H", "H", "H", "H", "H", "H", "O", "O", "Te", "C", "C", "C", "C", "S", "H", "H", "H", "C", "N", "C", "N", "C", "N", "C", "N", "C", "C", "H", "H", "H", "H", "H", "H", "H", "H", "H", "H", "H", "H"], "xyz": [[0.51, 0.35, 0.81], [-3.66, 4.52, -0.72], [-3.33, 3.69, 0.34], [-2.44, 2.64, 0.16], [-1.87, 2.41, -1.10], [-2.22, 3.26, -2.16], [-3.11, 4.31, -1.97], [-0.64, 1.07, -1.46], [-1.22, -0.71, -1.38], [-2.24, -1.15, -0.53], [-2.71, -2.45, -0.62], [-2.15, -3.34, -1.53], [-1.15, -2.91, -2.39], [-0.70, -1.60, -2.32], [-4.35, 5.34, -0.57], [-3.76, 3.86, 1.32], [-2.18, 2.00, 0.99], [-1.78, 3.10, -3.14], [-3.36, 4.95, -2.80], [-0.25, 1.20, -2.89], [-2.66, -0.48, 0.21], [-3.50, -2.78, 0.05], [-2.51, -4.36, -1.58], [-0.73, -3.59, -3.11], [0.06, -1.26, -3.02], [-1.10, 0.22, 1.72], [0.03, 0.32, 2.60], [1.68, 2.04, -0.70], [0.94, 3.74, 0.27], [0.53, 4.89, -0.33], [0.01, 5.83, 0.60], [0.03, 5.36, 1.88], [0.69, 3.78, 1.97], [0.59, 5.05, -1.40], [-0.37, 6.80, 0.33], [-0.30, 5.86, 2.77], [2.26, -1.93, -0.54], [2.92, -3.21, -0.37], [1.91, -4.20, 0.02], [1.23, -3.84, 1.26], [0.58, -2.55, 1.07], [1.56, -1.49, 0.69], [2.58, -1.43, 1.79], [3.24, -2.70, 1.99], [3.88, -3.10, 0.73], [2.23, -3.71, 2.32], [1.53, -2.01, -1.34], [3.00, -1.17, -0.80], [2.39, -5.17, 0.15], [1.17, -4.28, -0.78], [0.07, -2.22, 1.98], [-0.16, -2.63, 0.27], [2.06, -1.12, 2.70], [3.31, -0.67, 1.52], [4.38, -4.06, 0.87], [4.64, -2.35, 0.47], [1.73, -3.41, 3.25], [2.72, -4.67, 2.47]], "nbo_charge": [1.11, -0.20, -0.20, -0.20, -0.54, -0.13, -0.24, 1.09, -0.55, -0.09, -0.24, -0.19, -0.23, -0.21, 0.21, 0.22, 0.26, 0.21, 0.21, -0.18, 0.24, 0.22, 0.22, 0.22, 0.22, -0.62, -0.59, 0.20, -0.53, -0.26, -0.26, -0.42, 0.52, 0.23, 0.23, 0.24, -0.07, -0.47, -0.08, -0.46, -0.10, -0.58, -0.09, -0.46, -0.08, -0.08, 0.21, 0.20, 0.20, 0.20, 0.24, 0.22, 0.24, 0.20, 0.20, 0.20, 0.21, 0.20], "charge": 0, "multiplicity": 4, "homo_lumo_gap_ev": [7.29, 6.82], "e_tot_ev": -96920.5345}

(2)
{"formula": "C28H29NO6", "method": "the ωB97M-V functional and the def2-TZVPD basis", "symbols": ["C", "H", "H", "H", "O", "C", "O", "C", "C", "C", "C", "C", "C", "H", "H", "C", "N", "C", "O", "C", "O", "C", "C", "C", "C", "C", "C", "C", "H", "H", "H", "H", "H", "H", "H", "H", "C", "H", "H", "C", "C", "C", "C", "C", "C", "C", "H", "H", "O", "C", "H", "H", "H", "O", "C", "H", "H", "H", "H", "H", "H", "H", "H", "H"], "xyz": [[4.84, 3.71, 1.12], [4.85, 4.51, 0.38], [4.88, 4.12, 2.13], [5.71, 3.05, 0.98], [3.64, 2.99, 0.92], [3.43, 1.95, 1.74], [4.21, 1.63, 2.61], [2.17, 1.24, 1.45], [1.69, 0.32, 2.39], [0.53, -0.38, 2.14], [-0.15, -0.21, 0.94], [0.32, 0.71, 0.01], [1.47, 1.44, 0.26], [1.84, 2.14, -0.46], [-0.21, 0.86, -0.91], [-1.40, -0.97, 0.65], [-1.57, -2.27, 1.30], [-2.73, -1.98, 1.92], [-3.46, -2.62, 2.62], [-2.71, -0.53, 1.40], [-3.80, -0.19, 0.61], [-3.91, 1.09, 0.13], [-2.93, 2.06, 0.24], [-3.13, 3.32, -0.29], [-4.31, 3.61, -0.95], [-5.29, 2.64, -1.06], [-5.12, 1.37, -0.54], [-6.16, 0.31, -0.65], [-7.07, 0.70, -1.09], [-5.79, -0.51, -1.26], [-6.38, -0.10, 0.34], [-6.22, 2.87, -1.57], [-4.47, 4.59, -1.37], [-2.36, 4.06, -0.20], [-2.00, 1.84, 0.75], [-2.52, 0.20, 2.19], [-0.79, -3.47, 1.30], [-1.46, -4.27, 1.64], [0.03, -3.38, 2.02], [-0.21, -3.82, -0.08], [0.91, -2.89, -0.47], [0.82, -2.10, -1.61], [1.82, -1.20, -1.94], [2.96, -1.10, -1.12], [3.06, -1.91, -0.01], [2.05, -2.80, 0.31], [2.16, -3.43, 1.19], [3.93, -1.86, 0.63], [3.88, -0.17, -1.50], [5.07, -0.07, -0.76], [5.65, 0.71, -1.24], [4.88, 0.21, 0.28], [5.64, -1.01, -0.78], [1.80, -0.38, -3.03], [0.72, -0.46, -3.91], [0.62, -1.46, -4.35], [0.93, 0.25, -4.71], [-0.23, -0.19, -3.43], [-0.06, -2.19, -2.23], [-1.01, -3.78, -0.82], [0.16, -4.84, -0.03], [-1.57, -1.03, -0.43], [0.15, -1.07, 2.88], [2.24, 0.19, 3.31]], "nbo_charge": [-0.26, 0.20, 0.20, 0.19, -0.51, 0.77, -0.60, -0.12, -0.19, -0.17, -0.03, -0.21, -0.18, 0.24, 0.22, -0.08, -0.42, 0.68, -0.58, 0.03, -0.50, 0.36, -0.32, -0.19, -0.24, -0.19, -0.08, -0.63, 0.21, 0.22, 0.23, 0.21, 0.21, 0.21, 0.22, 0.20, -0.21, 0.23, 0.19, -0.43, -0.03, -0.30, 0.26, 0.32, -0.29, -0.22, 0.21, 0.23, -0.50, -0.25, 0.20, 0.18, 0.18, -0.49, -0.25, 0.18, 0.20, 0.17, 0.22, 0.21, 0.23, 0.21, 0.21, 0.24], "charge": 0, "smiles": "COC(=O)c1ccc([C@@H]2[C@@H](Oc3ccccc3C)C(=O)N2CCc2ccc(OC)c(OC)c2)cc1", "multiplicity": 1, "homo_lumo_gap_ev": 8.43, "e_tot_ev": -43281.4600}

(3)
{"formula": "C10H19O3S2", "method": "the ωB97M-V functional and the def2-TZVPD basis", "symbols": ["O", "H", "C", "S", "O", "C", "H", "H", "H", "H", "H", "H", "C", "S", "O", "C", "H", "H", "H", "H", "H", "H", "C", "C", "C", "C", "C", "C", "H", "H", "H", "H", "H", "H"], "xyz": [[-0.33, -0.05, 0.30], [0.56, -0.29, 0.37], [-4.40, -2.61, -0.75], [-2.64, -2.30, -0.80], [-1.97, -3.50, -1.33], [-2.82, -1.07, -2.06], [-4.66, -2.81, -1.75], [-4.83, -1.88, 0.02], [-4.74, -3.60, -0.09], [-1.93, -0.55, -1.99], [-3.70, -0.38, -1.75], [-2.90, -1.54, -3.01], [-1.99, 2.56, 1.09], [-2.51, 2.01, -0.47], [-4.00, 2.06, -0.49], [-1.93, 3.36, -1.41], [-2.65, 1.89, 1.66], [-2.33, 3.53, 0.96], [-0.89, 2.37, 1.15], [-0.90, 3.02, -1.35], [-2.35, 4.43, -1.19], [-2.38, 2.99, -2.20], [5.08, -1.60, 2.29], [3.72, -0.81, 2.29], [3.42, -0.07, 1.21], [4.37, 0.25, 0.22], [5.62, -0.45, 0.17], [6.06, -1.28, 1.32], [5.31, -2.28, 3.12], [2.91, -1.33, 2.88], [2.42, 0.65, 1.22], [4.08, 0.99, -0.58], [6.36, -0.09, -0.61], [6.93, -1.65, 1.55]], "nbo_charge": [-1.36, 0.39, -0.88, 1.32, -1.01, -0.85, 0.22, 0.25, 0.22, 0.26, 0.25, 0.21, -0.85, 1.34, -1.04, -0.86, 0.25, 0.20, 0.29, 0.25, 0.21, 0.21, -0.20, -0.22, -0.22, -0.22, -0.21, -0.24, 0.20, 0.23, 0.26, 0.22, 0.20, 0.19], "charge": -1, "multiplicity": 1, "homo_lumo_gap_ev": 6.29, "e_tot_ev": -38484.8950}

(4)
{"formula": "C44H50BrClIN7O12S2SiSr", "method": "the ωB97M-V functional and the def2-TZVPD basis", "symbols": ["Sr", "O", "C", "C", "C", "N", "C", "C", "C", "O", "O", "C", "O", "O", "H", "H", "H", "C", "C", "N", "N", "C", "N", "S", "C", "C", "C", "C", "C", "N", "H", "H", "H", "H", "H", "H", "H", "H", "H", "H", "O", "C", "O", "C", "C", "Cl", "N", "N", "C", "C", "O", "O", "C", "C", "C", "C", "C", "C", "H", "H", "H", "H", "H", "H", "Br", "C", "C", "C", "C", "C", "C", "I", "H", "H", "H", "H", "C", "C", "C", "C", "O", "Si", "S", "O", "C", "C", "C", "C", "O", "C", "C", "C", "C", "H", "H", "H", "H", "H", "H", "H", "H", "H", "H", "H", "H", "H", "H", "H", "H", "H", "H", "H", "H", "H", "H", "H", "H", "H", "H", "H"], "xyz": [[2.14, 1.08, 1.82], [3.03, -4.56, -1.52], [3.01, -3.33, -0.91], [2.79, -2.17, -1.62], [2.73, -0.97, -0.92], [2.90, -0.94, 0.39], [3.17, -2.04, 1.08], [3.24, -3.28, 0.46], [3.44, -1.88, 2.59], [3.66, -2.91, 3.23], [3.41, -0.68, 3.01], [2.59, 0.39, -1.62], [3.04, 0.46, -2.78], [2.13, 1.32, -0.91], [2.79, -4.43, -2.44], [2.66, -2.16, -2.70], [3.45, -4.16, 1.04], [1.76, 5.58, -0.33], [1.71, 4.39, 0.59], [2.66, 3.55, 0.67], [3.66, 3.67, -0.26], [4.60, 2.65, -0.33], [4.94, 2.35, -1.62], [5.30, 1.95, 0.98], [0.40, 4.06, 1.22], [-0.49, 5.04, 1.61], [-1.78, 4.68, 1.97], [-2.15, 3.35, 1.87], [-1.19, 2.42, 1.48], [0.06, 2.77, 1.20], [2.75, 6.04, -0.31], [1.00, 6.31, -0.09], [1.57, 5.25, -1.36], [3.30, 3.92, -1.18], [4.15, 2.15, -2.24], [5.62, 1.60, -1.65], [-0.19, 6.08, 1.66], [-2.49, 5.42, 2.31], [-3.15, 3.01, 2.09], [-1.44, 1.38, 1.38], [-2.25, 1.87, 6.55], [-2.37, 0.61, 6.19], [-3.18, -0.13, 6.71], [-1.45, 0.12, 5.13], [-1.51, -1.15, 4.57], [-2.52, -2.48, 4.88], [-0.55, -1.24, 3.63], [0.13, -0.09, 3.53], [-0.39, 0.74, 4.41], [0.21, 2.12, 4.52], [-0.36, 2.95, 5.26], [1.24, 2.30, 3.85], [-0.29, -2.34, 2.75], [-0.83, -2.28, 1.47], [-0.62, -3.34, 0.60], [0.10, -4.45, 1.03], [0.64, -4.49, 2.31], [0.46, -3.42, 3.18], [-1.49, 2.35, 6.04], [-1.38, -1.41, 1.13], [-1.00, -3.26, -0.41], [0.28, -5.27, 0.35], [1.25, -5.33, 2.62], [0.91, -3.41, 4.16], [7.17, 4.51, 4.93], [7.21, 2.65, 4.52], [8.46, 2.06, 4.36], [8.54, 0.72, 4.05], [7.38, -0.03, 3.91], [6.14, 0.56, 4.07], [6.04, 1.92, 4.38], [4.12, 2.68, 4.54], [9.35, 2.66, 4.46], [9.51, 0.25, 3.92], [7.43, -1.09, 3.66], [5.23, -0.01, 3.94], [-1.99, -2.53, -5.54], [-1.31, -1.39, -4.78], [-0.61, -0.44, -5.76], [-0.28, -1.95, -3.80], [-2.31, -0.62, -4.14], [-2.97, -0.76, -2.61], [-1.80, -0.16, -1.08], [-4.42, 0.06, -2.81], [-4.66, 1.38, -3.23], [-5.85, 1.89, -2.42], [-5.01, 1.33, -4.72], [-3.46, 2.30, -3.01], [-3.46, -2.35, -2.57], [-4.48, -2.98, -1.81], [-5.79, -2.88, -2.58], [-4.07, -4.44, -1.67], [-4.63, -2.35, -0.42], [-1.26, -3.13, -6.09], [-2.71, -2.11, -6.25], [-2.53, -3.16, -4.83], [0.14, -0.97, -6.34], [-0.12, 0.36, -5.20], [-1.34, -0.01, -6.43], [0.49, -2.49, -4.36], [-0.76, -2.64, -3.10], [0.18, -1.16, -3.22], [-6.70, 1.21, -2.55], [-6.15, 2.89, -2.73], [-5.59, 1.91, -1.36], [-5.88, 0.68, -4.87], [-4.17, 0.92, -5.28], [-5.25, 2.33, -5.11], [-3.17, 2.32, -1.96], [-3.71, 3.32, -3.34], [-2.60, 1.95, -3.59], [-5.68, -3.34, -3.56], [-6.06, -1.83, -2.72], [-6.60, -3.39, -2.05], [-3.90, -4.88, -2.66], [-4.84, -5.02, -1.15], [-3.14, -4.52, -1.10], [-4.93, -1.31, -0.51], [-3.68, -2.39, 0.12], [-5.39, -2.89, 0.15]], "mulliken_charge": [1.43, -0.63, 0.95, -0.16, -0.61, 0.81, -0.13, -0.61, 0.04, -0.82, -0.67, 0.17, -0.91, -0.48, 0.29, 0.47, 0.53, -1.94, -0.53, 0.40, -0.31, -0.16, -0.52, -0.11, 1.32, -0.72, -0.71, -1.08, -0.40, 0.55, 0.39, 0.50, 0.39, 0.39, 0.27, 0.33, 0.48, 0.40, 0.55, 0.60, -0.60, 0.45, -0.65, -0.27, -0.01, -0.19, 0.27, 1.03, 0.17, 0.21, -0.95, -0.06, -1.56, 0.60, -0.37, -0.87, -0.57, -0.21, 0.43, 0.28, 0.60, 0.40, 0.37, 0.42, -0.23, 0.41, -0.50, -0.47, -0.64, -0.12, -0.31, 0.36, 0.36, 0.35, 0.45, 0.27, -1.75, 2.25, -2.10, -1.53, 0.09, -2.11, 0.84, 0.25, 1.97, -1.86, -1.65, -1.51, 0.48, 1.86, -1.69, -1.64, -1.07, 0.40, 0.39, 0.15, 0.43, 0.37, 0.40, 0.68, 0.06, 0.26, 0.32, 0.44, 0.33, 0.33, 0.12, 0.44, 0.22, 0.54, 0.17, 0.33, 0.10, 0.45, 0.33, 0.43, 0.19, 0.14, 0.00, 0.52], "charge": -2, "multiplicity": 1, "homo_lumo_gap_ev": 6.41, "e_tot_ev": -202505.7284}

(5)
{"formula": "C3H7O3", "method": "the ωB97M-V functional and the def2-TZVPD basis", "symbols": ["C", "C", "O", "O", "H", "H", "H", "C", "O", "H", "H", "H", "H"], "xyz": [[-0.28, -2.21, -1.40], [0.51, -1.22, -0.40], [0.77, -0.12, -0.93], [0.82, -1.73, 0.69], [0.25, -2.24, -2.35], [-1.23, -1.71, -1.65], [-0.43, -3.18, -0.95], [-0.36, 2.27, 1.37], [0.66, 2.20, 0.41], [0.94, 1.29, 0.14], [0.06, 2.83, 2.21], [-1.34, 2.60, 1.06], [-0.38, 1.24, 1.81]], "nbo_charge": [-0.76, 0.79, -0.80, -0.77, 0.20, 0.19, 0.19, -0.25, -0.79, 0.52, 0.15, 0.15, 0.18], "charge": -1, "multiplicity": 1, "homo_lumo_gap_ev": 8.49, "e_tot_ev": -9368.1842}

(6)
{"formula": "C4H5BrO", "method": "the ωB97M-V functional and the def2-TZVPD basis", "symbols": ["C", "C", "C", "C", "O", "Br", "H", "H", "H", "H", "H"], "xyz": [[1.79, -0.34, 0.40], [2.78, 0.50, 0.53], [0.22, -0.74, 0.45], [-0.75, -0.20, -0.57], [1.34, -1.51, 0.02], [4.54, -0.09, 0.01], [2.83, 1.52, 0.72], [0.05, -1.14, 1.46], [-0.98, 0.74, -0.32], [-1.57, -0.77, -0.66], [-0.49, -0.05, -1.63]], "nbo_charge": [0.30, -0.39, 0.06, -0.65, -0.45, -0.01, 0.24, 0.21, 0.22, 0.22, 0.24], "charge": 0, "smiles": "C[C@H]1O/C1=C\\Br", "multiplicity": 1, "homo_lumo_gap_ev": 9.86, "e_tot_ev": -76315.5461}